[1]
{"formula": "C10F30KN5O20S10", "method": "the ωB97M-V functional and the def2-TZVPD basis", "orbital_gap_ev": 6.65, "spin_multiplicity": 1, "homo_ev": -2.83, "charge": -4, "symbols": ["K", "C", "F", "F", "F", "S", "O", "O", "N", "S", "O", "O", "C", "F", "F", "F", "C", "F", "F", "F", "S", "O", "O", "N", "S", "O", "O", "C", "F", "F", "F", "C", "F", "F", "F", "S", "O", "O", "N", "S", "O", "O", "C", "F", "F", "F", "C", "F", "F", "F", "S", "O", "O", "N", "S", "O", "O", "C", "F", "F", "F", "C", "F", "F", "F", "S", "O", "O", "N", "S", "O", "O", "C", "F", "F", "F"], "coordinates": [[0.66120, 1.40301, -3.82665], [-1.02774, -1.01546, 0.71116], [-1.69837, -0.56343, -0.33177], [-1.73051, -0.73100, 1.78674], [-0.82257, -2.34832, 0.57571], [0.75160, -0.12749, 0.76578], [1.09870, -0.17511, 2.17217], [1.58523, -1.02339, -0.08158], [0.46597, 1.42641, 0.02991], [-0.25856, 2.31511, 1.07251], [-1.72750, 2.14512, 1.18557], [0.55573, 2.39343, 2.26834], [0.02538, 4.06628, 0.32051], [-0.19820, 5.03064, 1.28802], [1.32816, 3.98153, 0.03764], [-0.73996, 4.26024, -0.76780], [1.28968, 14.55731, 7.08334], [0.55132, 15.22483, 7.94375], [1.15159, 15.16465, 5.85591], [2.51567, 14.39949, 7.56919], [0.51406, 12.75011, 6.97454], [0.19968, 12.43680, 8.37241], [-0.65158, 12.93712, 6.12460], [1.92743, 11.96635, 6.28068], [1.12571, 10.94560, 5.45125], [0.29250, 9.98940, 6.22894], [0.41028, 11.49719, 4.26540], [2.72475, 9.87792, 4.76209], [3.11040, 8.99205, 5.70606], [2.47372, 9.26364, 3.66956], [3.81774, 10.63640, 4.49279], [-5.94979, -3.73302, -2.27531], [-5.53525, -2.66294, -2.98432], [-6.58817, -4.62815, -3.07686], [-4.91316, -4.34930, -1.64904], [-7.30653, -3.20278, -1.00275], [-7.74042, -4.49643, -0.49883], [-6.59535, -2.31600, -0.12312], [-8.38993, -2.35896, -1.99414], [-9.54251, -2.22932, -1.00502], [-10.17688, -3.41519, -0.51106], [-9.27647, -1.22501, 0.03632], [-10.83840, -1.37561, -2.22967], [-10.18815, -0.38031, -2.86485], [-11.31076, -2.25941, -3.04500], [-11.85472, -0.90762, -1.45783], [3.71361, -7.15756, 2.54965], [2.64022, -7.96062, 2.86278], [3.32859, -5.95606, 2.02689], [4.38875, -7.00106, 3.70947], [4.82886, -8.12869, 1.39780], [4.19550, -8.19227, 0.06047], [6.12440, -7.49894, 1.50517], [5.04227, -9.69341, 2.23882], [5.03597, -10.73008, 1.17209], [3.70260, -10.88522, 0.63993], [6.07017, -10.65925, 0.17683], [5.32608, -12.45341, 2.24144], [4.93755, -13.55234, 1.53217], [6.60018, -12.47978, 2.52507], [4.63576, -12.40676, 3.42502], [3.75407, 1.18915, -6.73885], [3.98929, 0.94530, -5.49228], [2.92571, 2.13848, -6.91056], [4.91400, 1.63510, -7.23893], [3.16612, -0.31293, -7.73880], [2.81712, 0.13852, -9.04627], [4.35603, -1.13972, -7.86673], [1.85231, -0.90631, -6.76396], [2.08344, -2.41010, -6.80027], [1.98414, -2.96119, -8.17353], [3.21004, -2.88231, -6.08432], [0.48870, -3.11487, -5.82363], [0.50799, -2.62195, -4.57003], [-0.61143, -2.60088, -6.34972], [0.47699, -4.47726, -5.77105]], "lowdin_charge": [0.8688, -0.6432, 0.1236, 0.1532, 0.1191, 0.7031, -0.3092, -0.3508, -0.3406, 0.5549, -0.3243, -0.3209, -0.6001, 0.0991, 0.0959, 0.1056, -0.6334, 0.1293, 0.0904, 0.1217, 0.6813, -0.3270, -0.3250, -0.3012, 0.5585, -0.3445, -0.3593, -0.6416, 0.0973, 0.1727, 0.0808, -0.5938, 0.1105, 0.0825, 0.1174, 0.6413, -0.3109, -0.2956, -0.2932, 0.4978, -0.3179, -0.3330, -0.6540, 0.1050, 0.1550, 0.0893, -0.5854, 0.0875, 0.1279, 0.1041, 0.7228, -0.3098, -0.3186, -0.3091, 0.4609, -0.3496, -0.3225, -0.5903, 0.0872, 0.1226, 0.0723, -0.7673, 0.1753, 0.1729, 0.1294, 0.6574, -0.2878, -0.3048, -0.3172, 0.5040, -0.3437, -0.2944, -0.5941, 0.0952, 0.1209, 0.1197]}



[2]
{"formula": "C10H10AuBBrF4", "method": "the ωB97M-V functional and the def2-TZVPD basis", "orbital_gap_ev": [8.18, 5.57], "spin_multiplicity": 3, "homo_ev": [-5.62, -5.62], "charge": -1, "symbols": ["C", "C", "C", "H", "C", "C", "H", "H", "H", "H", "Au", "Br", "C", "C", "C", "H", "C", "C", "H", "H", "H", "H", "F", "B", "F", "F", "F"], "coordinates": [[1.05875, 1.81664, 0.54789], [0.41495, 2.97613, 0.05824], [-0.68837, 3.24981, 0.90533], [0.77195, 3.65387, -0.73096], [-0.90770, 2.19823, 1.78185], [0.20492, 1.26017, 1.68165], [0.64783, 0.80182, 2.56457], [2.11988, 1.59524, 0.43412], [-1.30013, 4.14551, 0.85407], [-1.71533, 2.12478, 2.51320], [0.01127, -0.15541, 0.10425], [0.25617, -1.43378, -1.96293], [0.82178, -4.31946, -0.85787], [1.21174, -4.30052, 0.49689], [2.51901, -3.71417, 0.57615], [0.62238, -4.67171, 1.33894], [2.92688, -3.37712, -0.73620], [1.87248, -3.71961, -1.63341], [1.90187, -3.62298, -2.72124], [-0.12431, -4.68130, -1.26565], [3.09907, -3.56458, 1.49050], [3.86904, -2.91054, -1.03339], [-3.27981, 2.10618, -0.96125], [-3.92589, 3.36135, -0.87373], [-3.05010, 4.27615, -1.51854], [-5.18051, 3.33804, -1.56869], [-4.15782, 3.56726, 0.51620]], "lowdin_spin": [0.1678, 0.2370, 0.0289, 0.0092, 0.3089, 0.0446, 0.0003, 0.0033, -0.0035, 0.0146, 0.1723, 0.1225, 0.1390, 0.1102, 0.2620, 0.0028, 0.0120, 0.3466, 0.0088, 0.0019, 0.0151, -0.0058, 0.0012, 0.0001, -0.0002, 0.0000, 0.0004]}



Number 1: molar mass 1439.83 g mol⁻¹. Number 2: molar mass 493.86 g mol⁻¹.